Molecular formula: C3H7NS2
Method: DFT, ωB97M-V/def2-TZVPD

The geometry in XYZ format:
```
13
Properties=species:S:1:pos:R:3:forces:R:3
C -0.197913 1.541980 1.751296 0.169 -1.372 0.301
C -0.416227 -0.488918 0.319049 0.026 0.735 1.034
C 0.588723 -1.398908 -2.032797 0.170 -0.418 0.159
H -1.002075 1.291620 2.444275 0.242 0.031 0.365
H -0.213602 2.581078 1.558773 0.047 1.117 -0.144
H 0.789096 1.246341 2.159896 -0.650 0.074 -0.165
H -0.858639 1.413906 -0.270297 0.495 -0.646 0.614
H 0.423983 -1.500969 -3.102726 -0.032 -0.089 0.019
H 0.938484 -2.330871 -1.595617 -0.349 -0.242 -0.075
H 1.390961 -0.702592 -1.860321 0.098 0.636 -0.025
N -0.467715 0.858547 0.504468 -0.041 -0.457 -0.521
S -0.004093 -1.659830 1.429452 -0.001 0.991 -0.524
S -0.970983 -0.851383 -1.305452 -0.176 -0.361 -1.039
```
Positions in Å, forces in eV/Å.

Computed properties:
energy relative to the best compared isomer or geometry (same formula, charge and spin)	8.4	kcal per mole
LUMO energy	0.492	eV
E	-969.62391	Ha
highest occupied orbital energy	-8.3	eV
SMILES	CNC(=S)SC